# C7H12N2O

An isolated molecule of C7H12N2O in a non-equilibrium geometry (wB97M-V/def2-TZVPD, the Open Molecules 2025 dataset).

Positions of all 22 atoms, in Å:
O  -1.919  -2.452  -0.841
N  0.080  -2.172  -1.807
N  -2.167  0.464  -0.629
C  -1.123  -1.711  -1.414
C  -1.305  -0.225  -1.571
C  0.026  0.279  0.641
C  1.570  0.274  0.560
C  0.137  1.237  1.851
C  1.607  0.789  2.016
C  -0.740  0.731  -0.567
H  0.070  2.287  1.532
H  -2.675  1.214  -1.091
H  1.699  -0.038  2.734
H  1.933  1.035  -0.146
H  -0.395  1.680  -0.992
H  0.483  -1.833  -2.670
H  2.062  -0.682  0.334
H  -0.346  -0.702  0.967
H  0.506  -2.925  -1.255
H  -0.552  1.075  2.691
H  2.349  1.558  2.267
H  -1.299  0.118  -2.609

* E_tot: -12479.7953 eV
* HOMO-LUMO gap: 10.22 eV
* SMILES: NC(=O)[C@H]1N[C@H]1C1CCC1
* LUMO: 0.7 eV
* 2S+1: 1
* HOMO energy: -0.348 hartree
* relative energy (zero: lowest compared OMol25 entry of this formula, charge and spin): 40.7 kcal/mol

***

# C4H4OSn

C4H4OSn as an isolated structure in a non-equilibrium geometry (wB97M-V/def2-TZVPD, the Open Molecules 2025 dataset).

Positions of all 10 atoms, in Å:
Sn  2.793  -1.182  -0.516
O  1.780  0.200  -0.858
C  -0.559  0.038  -0.582
C  -1.624  0.459  0.263
C  -2.352  0.632  1.228
C  0.615  0.731  -0.653
H  -0.565  -1.000  -0.928
H  2.506  -2.475  0.532
H  -3.187  0.800  1.884
H  0.594  1.797  -0.370

* E_tot: -12085.8829 eV
* HOMO-LUMO gap: 7.15 eV
* LUMO: -0.9 eV
* 2S+1: 1
* HOMO energy: -0.295 hartree
* relative energy (zero: lowest compared OMol25 entry of this formula, charge and spin): 0.0 kcal/mol

***

# C4H8ClFN3

An isolated ion of composition C4H8ClFN3 and charge +1 in a non-equilibrium geometry (wB97M-V/def2-TZVPD, the Open Molecules 2025 dataset).

Positions of all 17 atoms, in Å:
Cl  2.525  -1.154  0.833
F  0.969  0.792  -2.083
N  0.538  -0.632  0.752
N  0.430  2.845  0.421
N  0.383  0.599  1.319
C  -0.063  0.531  -1.283
C  0.388  1.634  0.513
C  0.063  -0.827  -0.628
C  -1.303  -1.469  -0.447
H  -1.049  0.971  -1.543
H  0.893  0.712  2.117
H  0.125  -1.358  1.428
H  0.380  3.615  1.073
H  0.889  -1.306  -1.085
H  -1.972  -0.786  0.242
H  -1.930  -1.592  -1.458
H  -1.267  -2.576  -0.170

* E_tot: -23974.0101 eV
* HOMO-LUMO gap (alpha / beta): 7.17 / 6.14 eV
* LUMO (alpha / beta): -4.7 / -7.9 eV
* 2S+1: 3
* HOMO energy (alpha / beta): -0.436 / -0.515 hartree
* relative energy (zero: lowest compared OMol25 entry of this formula, charge and spin): 39.7 kcal/mol
* net charge: +1

***

# C6H8

A 2-piece molecular cluster, C6H8 overall (wB97M-V/def2-TZVPD, the Open Molecules 2025 dataset).

Positions of all 14 atoms, in Å:
C  0.878  1.171  -0.787
C  -0.111  0.650  -1.515
C  -1.312  -0.002  -0.961
C  -1.917  0.341  0.178
C  0.951  -1.516  1.478
C  2.040  -1.385  1.972
H  -0.016  -1.600  1.028
H  0.883  1.112  0.299
H  -2.795  -0.190  0.537
H  1.732  1.648  -1.259
H  3.009  -1.270  2.408
H  -1.731  -0.816  -1.553
H  -0.041  0.678  -2.602
H  -1.569  1.180  0.776

* E_tot: -6348.0255 eV
* HOMO-LUMO gap: 10.14 eV
* SMILES: C=CC=C.C#C
* LUMO: 1.0 eV
* 2S+1: 1
* HOMO energy: -0.337 hartree
* relative energy (zero: lowest compared OMol25 entry of this formula, charge and spin): 63.6 kcal/mol

***

# C4H12

A 2-piece molecular cluster, C4H12 overall in a non-equilibrium geometry (wB97M-V/def2-TZVPD, the Open Molecules 2025 dataset).

Positions of all 16 atoms, in Å:
C  1.338  1.428  1.131
C  2.537  0.587  1.139
C  -2.370  -1.467  -0.668
C  -1.574  -0.474  -1.542
H  2.621  0.109  0.137
H  3.551  1.093  1.133
H  -2.303  0.110  -2.259
H  1.178  1.720  0.126
H  -2.911  -2.107  -1.427
H  -2.917  -1.214  0.162
H  0.462  0.793  1.519
H  2.503  -0.219  1.889
H  -0.834  -1.160  -2.224
H  -0.927  0.156  -0.951
H  -1.490  -2.063  -0.151
H  1.483  2.339  1.689

* E_tot: -4341.2707 eV
* HOMO-LUMO gap: 12.21 eV
* SMILES: CC.CC
* LUMO: 1.0 eV
* 2S+1: 1
* HOMO energy: -0.411 hartree
* relative energy (zero: lowest compared OMol25 entry of this formula, charge and spin): 29.0 kcal/mol

***

# C4H13N3

A 2-piece molecular cluster, C4H13N3 overall in a non-equilibrium geometry (wB97M-V/def2-TZVPD, the Open Molecules 2025 dataset).

Positions of all 20 atoms, in Å:
N  0.567  -0.336  0.329
N  -0.235  -1.902  1.941
N  -0.411  0.614  0.420
C  1.588  -0.035  -0.700
C  -1.626  0.026  -1.882
C  -0.082  2.043  0.335
C  0.467  -1.553  0.927
H  2.428  0.425  -0.225
H  -0.475  2.517  -0.591
H  1.013  0.515  -1.400
H  -2.052  -0.884  -1.466
H  -2.304  0.974  -1.850
H  -1.054  -1.486  2.310
H  -1.134  0.286  1.032
H  -0.913  -0.145  -2.780
H  0.108  -2.724  2.360
H  1.324  -2.185  0.583
H  1.009  2.118  0.447
H  2.248  -0.843  -1.013
H  -0.466  2.573  1.222

* E_tot: -8806.6826 eV
* HOMO-LUMO gap (alpha / beta): 8.22 / 6.42 eV
* LUMO (alpha / beta): -10.2 / -11.5 eV
* 2S+1: 1
* HOMO energy (alpha / beta): -0.676 / -0.657 hartree
* relative energy (zero: lowest compared OMol25 entry of this formula, charge and spin): 159.0 kcal/mol
* net charge: +2

***

Look up the relative energy (zero: lowest compared OMol25 entry of this formula, charge and spin) of the second one. 0.0 kcal/mol

***

What did the second record say?
# C4H4OSn

C4H4OSn as an isolated structure in a non-equilibrium geometry (wB97M-V/def2-TZVPD, the Open Molecules 2025 dataset).

Positions of all 10 atoms, in Å:
Sn  2.793  -1.182  -0.516
O  1.780  0.200  -0.858
C  -0.559  0.038  -0.582
C  -1.624  0.459  0.263
C  -2.352  0.632  1.228
C  0.615  0.731  -0.653
H  -0.565  -1.000  -0.928
H  2.506  -2.475  0.532
H  -3.187  0.800  1.884
H  0.594  1.797  -0.370

* E_tot: -12085.8829 eV
* HOMO-LUMO gap: 7.15 eV
* LUMO: -0.9 eV
* 2S+1: 1
* HOMO energy: -0.295 hartree
* relative energy (zero: lowest compared OMol25 entry of this formula, charge and spin): 0.0 kcal/mol